(1)
This record from OMol25 describes a structure of composition C16H8N5O2PdS2. The level of theory is ωB97M-V/def2-TZVPD.

## Properties
Highest occupied orbital energy (eV): -12.2
Charge: +1
Relative energy (zero: lowest compared OMol25 entry of this formula, charge and spin) (kcal per mole): 16.9
LUMO (eV): -7.64

The geometry in XYZ format:
```
34
Properties=species:S:1:pos:R:3:forces:R:3
Pd -0.46619 0.06599 -0.40645 -2.3 0.4 4.4
O -1.19069 1.38429 3.60765 0.0 0.1 -0.3
C -1.00959 1.22859 2.42995 0.1 1.8 -0.2
N -0.89909 0.06409 1.74245 0.4 -0.2 -2.2
C -0.98429 -1.10591 2.43075 0.1 -1.5 -0.1
O -1.14529 -1.24641 3.61355 0.0 -0.3 -0.3
C -0.83279 -2.29731 1.48675 -0.1 -0.1 1.1
C -0.82219 -3.58671 2.00185 0.0 0.2 -0.5
C -0.66389 -4.64531 1.11835 0.0 0.1 0.1
C -0.53419 -4.38301 -0.23715 -0.1 0.3 0.0
C -0.57789 -3.06491 -0.67225 0.1 -0.7 -0.3
N -0.71619 -2.05811 0.18435 0.6 1.3 -1.2
C -0.86029 2.42219 1.48515 -0.1 0.0 1.2
C -0.83199 3.70379 2.01685 0.0 -0.2 -0.5
C -0.66609 4.76619 1.14045 0.0 -0.1 0.1
C -0.55709 4.51599 -0.21955 -0.1 -0.2 -0.1
C -0.62779 3.20489 -0.66955 0.1 0.7 -0.3
N -0.76289 2.19339 0.18065 0.6 -1.4 -1.1
H -0.93769 -3.72471 3.06595 0.0 0.1 0.1
H -0.65409 -5.66101 1.48555 0.0 -0.1 0.0
H -0.40969 -5.18121 -0.95135 0.0 0.0 -0.1
H -0.51669 -2.82061 -1.72875 0.1 0.0 0.2
H -0.93569 3.82929 3.08455 0.0 -0.1 0.0
H -0.63269 5.77599 1.52045 0.0 0.1 0.0
H -0.42659 5.31979 -0.92655 0.0 0.0 -0.1
H -0.59179 2.96969 -1.73005 0.1 0.0 0.2
S -0.02099 0.15819 -2.79405 1.2 -0.3 0.8
C 1.59501 -0.00871 -2.31565 -1.5 0.4 0.6
S 1.98771 0.05459 -0.67785 0.7 -0.3 -2.1
C 2.62361 -0.23171 -3.32905 -0.4 0.2 1.2
C 2.92901 -1.54761 -3.64895 0.2 -0.7 0.0
N 3.12461 -2.66111 -3.86705 0.0 -0.2 -0.1
C 3.25031 0.83249 -3.96145 0.3 0.7 -0.2
N 3.76411 1.73499 -4.45955 0.1 0.2 -0.1
```
Positions in Å, forces in eV/Å.

(2)
This record from OMol25 describes the molecule C17H23ClN2O3S. The level of theory is ωB97M-V/def2-TZVPD.

## Properties
Highest occupied orbital energy (eV): -9.1
Structure (SMILES): O=C(C1CCCCC1)N1CCN(S(=O)(=O)c2ccc(Cl)cc2)CC1
Relative energy (zero: lowest compared OMol25 entry of this formula, charge and spin) (kcal per mole): 12.2
LUMO (eV): 0.41

The geometry in XYZ format:
```
47
Properties=species:S:1:pos:R:3:forces:R:3
O 0.90451 2.25732 -1.12758 0.4 0.2 0.0
C -0.04130 1.71140 -0.59566 -0.4 0.0 0.2
C -0.54441 2.07227 0.79189 0.1 0.0 0.4
C -1.90123 2.78840 0.72894 0.0 0.0 -0.3
C -1.76195 4.17983 0.11801 -0.2 0.0 0.3
C -0.79690 5.02369 0.94282 0.1 0.0 -0.3
C 0.57311 4.35654 0.97453 0.0 0.1 0.2
C 0.47692 2.94092 1.53693 0.1 0.0 -0.3
N -0.73965 0.75564 -1.28504 0.0 -0.2 -0.3
C -1.74299 -0.15357 -0.78321 -0.3 0.0 0.1
C -1.29979 -1.60991 -1.06865 -0.4 0.0 0.2
N 0.13529 -1.69424 -1.20400 0.6 0.2 0.9
S 0.95699 -1.56200 0.26014 0.0 -1.0 -0.2
O 2.20846 -0.90432 0.05306 0.1 0.0 -0.3
O 0.07843 -1.09130 1.29520 -0.1 -0.2 -0.1
C 1.26752 -3.30316 0.55104 -0.1 0.5 0.1
C 0.49727 -4.00578 1.45724 0.0 0.1 0.1
C 0.71849 -5.36007 1.64119 0.1 -0.1 -0.1
C 1.71497 -5.98776 0.90648 -0.1 0.3 0.0
Cl 1.99485 -7.67289 1.12743 0.0 -0.3 0.0
C 2.49345 -5.28060 -0.00127 -0.1 0.0 0.0
C 2.26229 -3.92821 -0.17728 0.1 0.0 0.0
C 0.65289 -0.93477 -2.32763 0.3 0.2 -0.3
C -0.20121 0.32390 -2.55906 0.1 0.1 -0.1
H -0.64298 1.13788 1.35395 -0.1 0.1 -0.1
H -2.61864 2.20446 0.14926 -0.1 0.0 0.1
H -2.29020 2.88296 1.74627 0.0 -0.1 0.0
H -1.38179 4.09173 -0.90177 0.0 0.0 -0.1
H -2.74268 4.66036 0.07450 0.0 0.0 -0.1
H -0.71492 6.02446 0.51354 0.0 0.0 0.1
H -1.18336 5.12558 1.96071 -0.1 0.1 0.1
H 0.97690 4.30724 -0.03599 0.0 0.1 0.0
H 1.26125 4.94234 1.58796 0.0 0.0 0.0
H 1.45326 2.45755 1.48046 0.0 0.0 0.1
H 0.18005 2.98793 2.58820 0.0 0.0 0.0
H -2.70164 0.04580 -1.28229 0.0 -0.1 0.1
H -1.86604 -0.02285 0.28847 -0.1 0.0 -0.1
H -1.59361 -2.26186 -0.24672 -0.3 0.0 -0.1
H -1.74354 -1.98703 -1.99401 0.0 0.0 0.1
H -0.25711 -3.47949 2.02029 -0.1 0.0 0.1
H 0.12992 -5.92523 2.34650 0.0 -0.1 0.1
H 3.26765 -5.78625 -0.55637 0.1 0.0 0.0
H 2.85290 -3.34302 -0.86330 0.1 0.0 -0.1
H 1.67423 -0.65548 -2.06919 0.0 0.1 -0.3
H 0.66197 -1.57576 -3.21584 0.0 0.1 0.0
H -1.03605 0.11606 -3.23521 0.0 0.0 0.0
H 0.40840 1.13129 -2.96495 -0.1 -0.2 -0.1
```
Positions in Å, forces in eV/Å.

(3)
This record from OMol25 describes the molecule C21H23N3O5S. The level of theory is ωB97M-V/def2-TZVPD.

## Properties
Highest occupied orbital energy (eV): -8.3
Structure (SMILES): CCCNc1c(NS(=O)(=O)c2ccc(NC(=O)CC)cc2)c(=O)oc2ccccc12
Relative energy (zero: lowest compared OMol25 entry of this formula, charge and spin) (kcal per mole): 40.9
LUMO (eV): 0.14

The geometry in XYZ format:
```
53
Properties=species:S:1:pos:R:3:forces:R:3
C 4.45819 -3.24241 -2.22022 -0.2 0.0 0.0
C 2.97670 -3.51391 -2.00027 0.1 0.0 0.2
C 2.65285 -3.52837 -0.50320 0.4 0.1 -0.5
N 1.24148 -3.68268 -0.24178 -0.6 -0.2 0.3
C 0.26002 -2.78033 -0.41323 0.3 0.3 -0.3
C 0.43924 -1.45870 -0.77391 -0.2 -0.5 0.2
N 1.71874 -0.86250 -0.85607 0.4 0.2 0.7
S 2.30155 -0.31512 0.64006 0.1 0.2 0.0
O 3.68403 0.00009 0.43506 -0.1 0.4 -0.2
O 1.96991 -1.32172 1.60921 -0.3 0.2 -0.1
C 1.35409 1.15696 0.96042 0.5 -0.6 0.0
C 0.15640 1.03660 1.63748 -0.1 0.0 0.1
C -0.65290 2.14520 1.77348 0.1 0.0 -0.1
C -0.26258 3.37243 1.23114 0.3 -0.3 -0.1
N -1.13305 4.44867 1.37806 -0.3 -0.3 0.2
C -0.96898 5.75375 0.99654 -0.4 0.3 0.3
O 0.03448 6.20045 0.49494 0.3 0.1 -0.2
C -2.20975 6.59025 1.25950 0.0 0.1 -0.2
C -3.28693 6.28035 0.21911 0.0 0.1 0.1
C 0.95947 3.47967 0.56713 0.1 0.1 -0.1
C 1.76033 2.36315 0.42611 0.0 0.0 0.1
C -0.64954 -0.56423 -1.04588 0.1 0.7 -0.3
O -0.49987 0.59333 -1.39392 -0.2 -0.7 0.0
O -1.92370 -1.04160 -0.92779 -0.1 0.2 -0.1
C -2.15381 -2.30112 -0.49667 0.1 -0.7 0.2
C -3.49248 -2.65899 -0.33696 0.2 0.1 -0.1
C -3.82401 -3.92139 0.09960 0.1 0.1 0.0
C -2.81736 -4.83580 0.38604 0.0 -0.1 0.0
C -1.49484 -4.48695 0.22626 0.0 0.2 -0.1
C -1.12231 -3.21319 -0.22428 -0.5 0.1 0.0
H 4.68809 -3.21314 -3.28239 0.1 0.0 -0.1
H 4.72703 -2.28652 -1.77789 0.1 0.1 0.0
H 5.06396 -4.01883 -1.75807 0.1 -0.1 0.0
H 2.38894 -2.72960 -2.47739 -0.1 0.0 0.0
H 2.69723 -4.47149 -2.44772 -0.1 0.0 0.0
H 3.16228 -4.36751 -0.02414 0.0 0.1 0.0
H 3.01391 -2.60632 -0.04842 0.1 -0.4 0.0
H 0.94586 -4.61228 0.00265 0.0 0.2 0.0
H 1.70522 -0.07621 -1.49718 0.0 0.1 -0.1
H -0.12000 0.07761 2.04733 -0.1 -0.1 0.1
H -1.59909 2.06241 2.28957 -0.1 0.0 0.1
H -2.01640 4.21433 1.81040 0.1 0.1 -0.1
H -1.92551 7.64031 1.18883 0.1 -0.1 0.1
H -2.58740 6.39668 2.26578 0.0 0.0 0.0
H -3.58980 5.23606 0.26114 -0.1 -0.1 0.0
H -4.16341 6.90041 0.39152 -0.1 0.0 0.0
H -2.91036 6.48576 -0.77977 0.0 0.0 -0.1
H 1.25980 4.42920 0.15727 0.0 0.0 0.0
H 2.70474 2.41342 -0.09220 0.1 0.1 -0.1
H -4.24528 -1.92149 -0.56477 -0.1 0.1 0.0
H -4.85972 -4.19714 0.22223 -0.1 0.0 0.0
H -3.07125 -5.82442 0.73628 0.0 -0.1 0.0
H -0.74421 -5.22314 0.47097 0.0 -0.1 0.0
```
Positions in Å, forces in eV/Å.

(4)
This record from OMol25 describes a structure of composition C33H27F2N8TcTe. The level of theory is ωB97M-V/def2-TZVPD.

## Properties
2S+1: 4
Highest occupied orbital energy (spin up / spin down) (eV): -16.5 / -16.5
Charge: +3
Relative energy (zero: lowest compared OMol25 entry of this formula, charge and spin) (kcal per mole): 7.3
LUMO (spin up / spin down) (eV): -8.63 / -10.72

The geometry in XYZ format:
```
72
Properties=species:S:1:pos:R:3:forces:R:3
Tc 0.80953 0.37766 0.34750 0.3 0.1 -0.1
N 3.11289 0.66002 3.94129 0.0 0.0 0.0
C 1.97225 0.44026 4.67534 0.0 0.0 0.0
C 0.95873 0.31490 3.77557 0.0 0.0 0.0
N 1.47068 0.45175 2.50563 0.1 0.1 0.0
C 2.77614 0.66332 2.64342 0.0 0.0 0.0
C 3.55088 0.87554 1.43634 0.0 0.0 0.0
N 2.89853 0.83659 0.27631 0.0 0.0 0.0
C 3.81756 1.08408 -0.71687 0.1 0.0 0.0
C 5.03463 1.26962 -0.13935 0.0 0.0 0.0
N 4.84564 1.13292 1.21658 0.0 0.0 0.0
H 4.03268 0.79370 4.33670 0.0 0.0 0.0
H 1.98649 0.39213 5.75055 0.0 0.0 0.0
H -0.08925 0.14223 3.95539 0.0 0.0 0.0
H 3.53971 1.12472 -1.75597 0.0 0.0 0.0
H 6.00080 1.48670 -0.56102 0.0 0.0 0.0
H 5.57485 1.22856 1.90913 0.0 0.0 0.0
F 0.20147 -0.87907 -4.85406 0.0 0.0 0.0
C 0.23267 0.07321 -3.93355 0.0 0.0 0.0
C 0.44630 -0.29344 -2.61461 0.0 0.0 0.0
C 0.48802 0.69303 -1.62920 -0.2 0.0 -0.2
C 0.26690 2.04625 -1.98387 0.0 0.0 0.0
C 0.06109 2.34973 -3.32933 0.0 0.0 0.1
F -0.14415 3.60925 -3.70173 0.0 0.0 0.0
C 0.04785 1.38686 -4.32072 0.0 0.0 0.0
C 0.20814 3.01132 -0.88323 0.0 0.0 0.0
C -0.01801 4.37780 -0.98531 0.0 0.0 0.0
C -0.05930 5.15140 0.16268 0.0 0.0 0.0
C 0.12138 4.55613 1.40380 0.0 0.0 0.0
C 0.34039 3.19986 1.45151 -0.1 0.0 0.0
N 0.38359 2.43918 0.34018 -0.1 -0.1 0.0
H 0.55154 -1.34696 -2.40264 0.0 0.0 0.0
H -0.11624 1.65692 -5.35532 0.0 0.0 0.0
H -0.16209 4.83066 -1.95135 0.0 0.0 0.0
H -0.23513 6.21633 0.08678 0.0 0.0 0.0
H 0.08781 5.12881 2.31911 0.0 0.0 0.0
H 0.47187 2.68711 2.39274 0.0 0.0 0.0
Te -1.77825 -0.19310 0.94978 -0.1 0.0 0.9
C -3.28911 0.88712 -0.00004 0.1 0.0 -0.4
C -4.35605 1.26210 0.80883 0.0 0.0 -0.1
C -5.46456 1.84103 0.20571 0.0 0.0 0.0
C -5.49001 2.03779 -1.16720 0.0 0.0 0.0
C -4.40462 1.67551 -1.95706 0.0 0.1 0.0
C -3.29013 1.09157 -1.37688 0.0 0.0 0.0
C -2.12702 -2.21305 0.51566 0.0 0.0 -0.3
C -2.76675 -2.97033 1.48800 0.0 0.0 0.1
C -2.99881 -4.31783 1.24042 0.0 0.0 0.0
C -2.59656 -4.88710 0.04119 0.0 0.0 0.0
C -1.96873 -4.11409 -0.92993 0.0 0.0 0.0
C -1.73094 -2.76891 -0.69731 0.0 0.0 0.0
H -4.33560 1.11200 1.88052 0.0 0.0 0.0
H -6.30900 2.13663 0.81323 0.0 0.0 0.0
H -6.36496 2.47531 -1.62855 0.0 0.0 0.0
H -4.43057 1.84605 -3.02481 0.0 0.0 0.0
H -2.44268 0.79927 -1.98652 0.0 0.0 0.0
H -3.09831 -2.52766 2.41899 0.0 0.0 0.0
H -3.50390 -4.91823 1.98476 0.0 0.0 0.0
H -2.79196 -5.93383 -0.14846 0.0 0.0 0.0
H -1.68112 -4.55773 -1.87400 0.0 0.0 0.0
H -1.27480 -2.15785 -1.46545 0.0 0.0 0.0
N 2.90507 -4.30553 -1.60080 0.1 0.0 0.0
C 2.29503 -3.67546 -0.59084 0.0 0.1 0.0
C 2.04972 -2.28310 -0.61289 0.1 0.0 0.1
N 1.37349 -1.69902 0.37558 -0.1 -0.1 0.1
C 0.98798 -2.44675 1.42495 -0.1 0.0 -0.1
C 1.28467 -3.80175 1.44606 0.0 0.0 0.0
N 1.91366 -4.41006 0.46189 0.0 0.0 0.0
H 3.24102 -3.82820 -2.41825 0.0 0.0 0.0
H 3.10413 -5.28939 -1.50461 0.0 0.0 0.0
H 2.42912 -1.65742 -1.40797 -0.1 0.0 0.0
H 0.44513 -1.97261 2.22763 0.0 0.0 0.0
H 0.99862 -4.40447 2.29995 0.0 0.0 0.0
```
Positions in Å, forces in eV/Å.

(5)
This record from OMol25 describes a structure of composition CuH16O8. The level of theory is ωB97M-V/def2-TZVPD.

## Properties
Highest occupied orbital energy (eV): -12.5
Charge: +1
Relative energy (zero: lowest compared OMol25 entry of this formula, charge and spin) (kcal per mole): 14.4
LUMO (eV): -3.52

The geometry in XYZ format:
```
25
Properties=species:S:1:pos:R:3:forces:R:3
Cu -0.40909 -0.05702 -0.40023 0.0 0.1 -0.8
O -0.45281 0.08515 -2.78594 -0.2 -0.3 0.6
H -0.06177 -0.76368 -3.02515 0.0 0.1 -0.2
H -1.40213 -0.03312 -2.93919 0.1 0.1 0.0
O 1.82935 -0.91398 -0.76730 -0.2 -0.2 0.0
H 2.57416 -0.76226 -0.17902 0.0 0.1 -0.1
H 2.11686 -1.63610 -1.33773 0.0 0.1 0.0
O -1.57215 0.00343 2.04696 -0.1 0.0 0.1
H -1.66727 -0.60533 2.79124 -0.1 0.1 -0.1
H -0.63675 0.21899 2.02223 0.2 -0.1 -0.1
O 1.32548 0.51975 1.88840 -0.1 -0.2 0.4
H 0.99074 0.67673 2.78284 0.3 0.2 0.0
H 2.23493 0.22637 2.03397 -0.1 -0.1 0.1
O 2.35136 2.00319 -0.35666 0.2 -0.2 0.1
H 3.29088 2.00603 -0.13834 -0.1 0.2 -0.1
H 1.93739 1.44960 0.31862 -0.1 0.5 -0.1
O -0.56391 -2.71513 -0.56548 -0.1 0.1 0.1
H 0.19262 -3.12773 -0.99501 -0.1 0.0 0.0
H -0.79830 -3.32342 0.14620 0.0 0.0 -0.1
O -2.88712 -0.17753 -0.55093 0.6 -0.1 0.1
H -3.04333 -1.10993 -0.35282 -0.1 0.1 0.0
H -2.77433 0.23902 0.31702 -0.3 -0.1 0.0
O -0.81330 2.24008 -0.13532 -0.1 -0.3 0.5
H -0.66412 3.08591 -0.57601 0.2 -0.2 -0.2
H -1.09741 2.47096 0.75767 0.0 0.1 -0.1
```
Positions in Å, forces in eV/Å.